This record from OMol25 describes a structure of composition C24H51BrN5NiO4PSi2. The level of theory is ωB97M-V with the def2-TZVPD basis set.

Cartesian coordinates (Å):
H  4.54006  1.26340  -3.62352
H  1.90710  -5.60212  2.92991
O  1.05848  6.38854  -1.40476
H  0.26265  -0.67626  2.73191
H  -0.08791  4.60294  1.33083
H  3.03569  2.24556  -1.37882
C  -2.18190  -5.55372  -0.51834
H  -0.40694  0.10108  -0.59109
C  0.42189  -0.21622  3.81753
H  0.13656  2.03961  4.08809
H  2.26131  0.75417  2.88108
C  3.01653  -1.12558  3.98979
O  3.05408  4.84430  -0.16830
C  4.09567  -0.32071  -0.37014
N  -2.79117  -3.74563  -2.41033
H  -0.77456  1.61223  1.70766
H  -4.88345  2.23029  1.64372
H  0.77291  -4.23225  2.26306
H  0.75669  2.08336  -3.48651
C  -1.70565  -1.20043  -1.93270
C  -3.78825  0.63757  0.43247
C  -3.19091  -4.35343  -1.04901
C  -4.12346  1.34599  1.87469
H  2.63167  0.90263  0.38595
H  -4.06218  -0.86602  -1.99029
C  -3.76167  1.65968  -0.84792
N  4.25475  -0.73120  -1.81704
H  4.94049  0.21664  1.33135
H  2.20253  0.85872  4.83835
H  3.52122  3.42013  -2.82969
H  3.25360  4.10676  0.49164
N  0.61073  5.38702  1.15895
Si  0.47204  3.12601  -1.06890
N  2.79656  -0.12758  0.37973
H  -1.23215  1.01717  4.91643
H  -0.10183  0.32543  -2.47052
C  -1.52771  -4.56123  -2.75840
H  -0.91094  -4.41569  -3.74764
H  0.83571  2.00783  -0.17286
C  1.26364  2.89021  -2.80632
C  -0.95686  0.22004  -1.64408
H  0.11406  -1.08246  4.56679
H  -3.14359  -0.47058  -3.69339
C  -3.46772  -2.67526  -3.23648
C  2.02424  0.18129  3.89785
Br  -2.36664  2.34593  -3.98388
H  2.86103  1.15095  -4.48997
C  3.11390  -0.26497  -2.69399
H  -4.52047  1.23913  -1.66596
P  1.30451  5.04600  -0.27334
H  1.86586  -2.01066  2.09515
C  1.89896  -4.51558  2.46320
H  -2.81368  -0.01377  0.42430
H  3.00814  -1.08301  -3.55676
H  -2.21272  -6.21675  0.44728
C  2.76447  -2.26084  2.82872
N  5.26501  -0.06783  0.35854
H  -3.12962  2.08121  3.78869
Si  -2.04520  1.79482  -1.73946
H  -1.86527  -1.73131  -0.88971
H  4.15089  -0.80154  3.90023
H  -4.68400  -0.12530  0.22858
Ni  -6.28345  1.42891  1.42891
H  -4.13270  -4.05035  -0.42098
H  -0.06597  -6.36909  -1.75453
C  -2.83702  2.02230  2.63266
H  2.06781  -0.22473  -2.16559
C  2.86359  2.48551  -2.53487
C  -3.14107  -1.12220  -2.70545
H  3.72747  -2.30140  2.13122
H  1.28359  3.94246  -3.37095
H  2.00119  -0.66358  -0.03066
H  -4.66274  0.60401  2.61509
C  3.36502  1.19701  -3.42174
H  -3.13764  -2.77374  -4.35535
C  -1.44751  1.15725  2.55691
H  -4.64293  -2.88072  -3.20498
H  2.88242  -1.62384  5.05560
H  4.29659  -1.78855  -1.79574
H  -4.13012  2.74900  -0.60767
H  -0.97527  -1.83014  -2.63669
O  -1.27609  3.25692  -1.04673
H  1.47934  7.23076  -1.02139
C  -1.02311  -5.68180  -1.67148
H  -2.68734  3.16074  2.30573
C  -0.57651  1.11630  3.94861
H  -1.76128  0.03105  2.33159
H  2.50329  -4.54087  1.44380
O  2.57316  -3.60989  3.41229

The calculation puts the HOMO-LUMO gap (alpha / beta) at 5.03 / 3.79 eV. The total charge is +2. The calculation puts the HOMO energy (alpha / beta) at -12.69 / -12.69 eV. As for the LUMO energy (alpha / beta): -7.661 / -8.905 eV. Its multiplicity is 3.

***

This record from OMol25 describes an isolated molecule of C4H3ClS3. The level of theory is ωB97M-V with the def2-TZVPD basis set.

Cartesian coordinates (Å):
C  0.51534  0.17210  -0.43602
C  -1.43877  1.39459  0.49318
H  -1.35738  0.53109  2.37917
C  -0.86184  0.54355  1.42084
H  1.43892  -2.26532  -3.00671
H  -2.18530  2.22613  0.58151
S  -0.50719  1.41608  -0.93319
C  0.17684  -0.25599  0.86368
S  1.39169  -2.15311  -1.63371
S  1.87955  -0.09868  -1.39468
Cl  0.94814  -1.51044  1.66592

The calculation puts the HOMO-LUMO gap at 8.71 eV. The calculation puts the HOMO energy at -8.73 eV. As for the structure (SMILES): SSc1sccc1Cl. As for the LUMO energy: -0.014 eV. The energy above the lowest of the compared OMol25 structures with the same formula, charge and spin is 6.8 kcal per mole.

***

This record from OMol25 describes a cluster of 9 separate species, C14H19Cl27INP in total. The level of theory is ωB97M-V with the def2-TZVPD basis set.

Cartesian coordinates (Å):
Cl  -0.22649  -4.52341  -2.21280
Cl  -0.96752  0.78430  -5.13800
Cl  -7.39312  -0.24764  -3.20773
Cl  -3.17336  1.79081  -6.76237
H  -1.60166  1.44668  -0.96850
Cl  6.32426  -3.67660  5.35668
Cl  -0.54358  -1.61181  -0.22636
Cl  3.49556  -6.81733  2.03312
Cl  2.93177  1.65692  4.35986
H  -2.70639  -0.71221  -2.28784
C  -4.24070  0.73343  -1.59595
Cl  -1.49688  6.53184  7.85431
I  -4.69248  -0.89142  -0.18449
C  -7.18591  -1.06222  -4.76296
H  -4.14667  1.66749  -0.98360
C  1.91556  -0.27439  -0.58147
C  -2.94398  0.38483  -2.45748
Cl  -1.96795  -1.39624  2.30888
C  -1.11518  -2.48877  1.21060
Cl  -7.00439  -2.80357  -4.53324
H  0.33715  -1.12053  -4.34316
Cl  -0.69202  0.96782  -8.02919
C  3.41304  1.36558  2.68567
Cl  -2.14924  -3.84925  0.75621
Cl  -0.79778  3.97299  6.66430
H  1.29703  7.20507  1.63553
C  1.45749  -4.00149  -2.07687
P  -0.09034  0.56958  -2.80878
Cl  1.55883  -2.22919  -1.97047
Cl  3.94578  -2.36777  6.39715
C  1.10348  0.22321  -1.41483
H  5.30926  -3.95910  7.45630
H  -1.79006  2.30531  -2.59108
C  -1.14671  5.67787  6.34675
C  2.17534  6.87449  2.18194
H  -1.03288  2.72041  -6.50871
H  4.27574  0.70536  2.68768
N  -0.42206  -0.95888  -3.66882
Cl  0.20302  6.43904  5.49522
H  -5.12571  0.75305  -2.29618
H  -2.02564  5.73334  5.71151
Cl  3.86837  2.87640  1.89685
C  4.93768  -3.83017  6.44402
H  4.82890  -5.53564  3.47965
Cl  3.97281  -5.25026  6.02039
Cl  1.73680  5.44786  3.12865
H  -1.26697  -0.90328  -4.23063
H  1.98786  -4.32712  -2.96781
H  0.52024  1.48806  -3.72145
Cl  3.44306  6.48149  1.01093
H  2.44652  -0.72821  0.28198
Cl  5.84856  -5.23848  1.38567
Cl  -5.79040  -0.39993  -5.62881
Cl  2.22793  -4.73107  -0.66631
Cl  2.10299  0.56773  1.78833
H  -0.24613  -2.88356  1.73014
H  -3.15184  0.56598  -3.55966
Cl  3.46676  -3.93762  2.42734
C  4.46026  -5.40155  2.46717
C  -1.41701  1.70726  -6.60382
C  -1.68947  1.29691  -2.08683
Cl  2.69604  8.18728  3.24344
H  -8.07470  -0.88679  -5.36198

The calculation puts the HOMO-LUMO gap at 8.46 eV. The total charge is +1. The calculation puts the HOMO energy at -11.55 eV. As for the LUMO energy: -3.087 eV.